Record 1
Here is a 2-piece molecular cluster, C2H8O2 overall at a distorted geometry from OMol25. Energies are from ωB97M-V with the def2-TZVPD basis set.

Structure (XYZ):
```
12
Properties=species:S:1:pos:R:3:forces:R:3
C 2.24862 -0.97209 0.57833 0.649 0.639 0.415
O 1.10798 -0.12622 0.51194 -0.293 -0.122 -0.323
H 2.55159 -1.09167 1.62287 -0.088 -0.378 -0.092
H 2.04704 -1.92919 0.11133 -0.301 -0.032 0.071
H 3.11053 -0.52305 0.07003 -0.162 0.008 -0.122
H 1.14621 0.53498 1.20354 0.191 0.017 0.112
C -2.36351 0.78711 -0.68936 -0.155 1.042 0.231
O -1.30448 -0.03393 -1.10487 0.063 -0.067 0.202
H -2.46222 0.88384 0.39942 0.134 -0.286 0.030
H -2.23686 1.81693 -1.05734 -0.049 -0.093 -0.076
H -3.32654 0.44070 -1.05648 0.145 -0.349 -0.207
H -0.51835 0.21257 -0.58941 -0.133 -0.380 -0.242
```
Forces are in eV/Å.

energy above the lowest of the compared OMol25 structures with the same formula, charge and spin	0.683	eV
gap between HOMO and LUMO	10.448	eV
multiplicity	1

=====

Record 2
Here is a 3-piece molecular cluster, C2H8O2 overall at a distorted geometry from OMol25. Energies are from ωB97M-V with the def2-TZVPD basis set.

Structure (XYZ):
```
12
Properties=species:S:1:pos:R:3:forces:R:3
C 1.63378 6.32894 -2.32854 0.423 0.565 -0.362
C 2.69102 6.51137 -1.54482 -1.433 -0.590 -0.287
H 1.66516 6.78800 -3.31357 -0.207 -0.739 -0.256
H 0.75304 5.80070 -1.98996 -0.257 0.437 0.017
H 3.60815 6.80835 -2.02747 0.271 0.548 0.748
H 2.47253 6.29259 -0.50543 1.202 -0.221 0.139
H 0.54255 -4.76030 0.78902 -0.252 0.525 -0.247
H 1.31913 -5.67970 1.64972 0.728 -0.228 0.927
O 0.74969 -5.68233 0.89977 -0.467 -0.297 -0.684
H -4.42562 -4.22661 2.90844 -0.355 -0.660 0.270
H -3.80516 -4.10696 1.63511 0.543 0.129 -1.096
O -4.26129 -4.77803 2.12869 -0.198 0.531 0.829
```
Forces are in eV/Å.

energy above the lowest of the compared OMol25 structures with the same formula, charge and spin	1.189	eV
gap between HOMO and LUMO	10.783	eV
multiplicity	1

=====

Values for E, eV, ordered as above
-6297.72721 -6297.22152